[1]
Formula: C13H20NO11P2Ru
Source: the OMol25 dataset
Level of theory: ωB97M-V/def2-TZVPD

As for the frontier orbital gap (alpha / beta): 8.71 / 5.93 eV. The molar mass comes out at 529.3 g/mol. Its energy is -2167.303119 Eh. The calculation puts the relative energy (zero: lowest compared OMol25 entry of this formula, charge and spin) at 0.132 eV.

Structure (ORCA input):
```
! wB97M-V def2-TZVPD RIJCOSX def2/J DEFGRID3
* xyz 1 5
Ru 0.16 -0.94 -1.34
N 2.37 2.77 -0.82
C 1.93 2.04 -2.07
C 2.44 2.78 -3.30
P 2.52 0.31 -1.88
O 4.06 0.36 -2.26
O 1.73 -0.60 -2.80
O 2.34 0.00 -0.42
P 0.06 2.19 -1.90
O -0.51 1.77 -3.32
O -0.13 3.62 -1.56
O -0.33 1.13 -0.90
H 3.36 3.02 -0.84
H 2.21 2.14 -0.02
H 1.76 3.60 -0.74
H 3.53 2.85 -3.29
H 2.01 3.78 -3.35
H 2.15 2.23 -4.19
H 4.29 -0.08 -3.09
H -0.73 2.51 -3.89
C -0.47 -0.78 5.72
O -1.72 -0.40 5.14
C -1.84 -0.49 3.81
C -3.12 -0.12 3.31
C -3.39 -0.18 1.95
C -2.44 -0.59 1.03
C -2.82 -0.73 -0.39
C -4.23 -0.47 -0.82
O -2.01 -1.08 -1.25
C -1.11 -0.93 1.53
O -0.16 -1.27 0.79
C -0.87 -0.90 2.94
H -0.60 -0.64 6.79
H 0.33 -0.13 5.36
H -0.25 -1.82 5.51
H -3.87 0.21 4.01
H -4.38 0.08 1.61
H -4.48 0.58 -0.64
H -4.93 -1.09 -0.28
H -4.31 -0.67 -1.89
H 0.13 -1.18 3.27
C 2.24 -3.38 -0.17
O 1.30 -3.76 -1.20
C 0.54 -2.84 -1.72
O -0.18 -2.96 -2.67
H 2.40 -4.28 0.42
H 1.84 -2.58 0.44
H 3.17 -3.07 -0.64
*
```

[2]
Formula: C5H17NO5
Source: the OMol25 dataset
Level of theory: ωB97M-V/def2-TZVPD

As for the frontier orbital gap: 9.32 eV. The molar mass comes out at 171.2 g/mol. Its energy is -631.576103 Eh. The calculation puts the relative energy (zero: lowest compared OMol25 entry of this formula, charge and spin) at 3.305 eV.

Structure (ORCA input):
```
! wB97M-V def2-TZVPD RIJCOSX def2/J DEFGRID3
* xyz 0 1
C 1.83 -1.30 -2.01
C 0.53 -1.80 -1.30
C 0.79 -2.23 0.20
O 0.80 -3.44 0.32
N 1.05 -1.27 1.09
C 1.05 0.18 0.99
C 0.05 0.80 2.04
O 0.17 0.45 3.38
H 2.07 -0.30 -1.84
H 2.86 -1.93 -1.69
H 1.59 -1.19 -3.05
H -0.16 -0.98 -1.29
H 0.25 -2.74 -1.73
H 1.33 -1.40 2.00
H 0.61 0.48 -0.05
H 2.08 0.48 1.06
H -0.95 0.71 1.77
H 0.14 1.95 2.15
H 0.77 -0.29 3.47
O -1.49 2.59 -2.26
H -0.94 3.10 -1.60
H -1.20 1.67 -2.16
O -2.52 -0.39 -0.49
H -2.55 -1.20 0.10
H -2.53 0.49 -0.05
O -1.98 2.17 0.29
H -2.57 2.83 0.56
H -1.10 2.54 0.09
*
```

[3]
Formula: C4H6N2O
Source: the OMol25 dataset
Level of theory: ωB97M-V/def2-TZVPD

As for the frontier orbital gap: 11.37 eV. The molar mass comes out at 98.1 g/mol. Its energy is -340.676688 Eh. The calculation puts the relative energy (zero: lowest compared OMol25 entry of this formula, charge and spin) at 3.217 eV.

Structure (ORCA input):
```
! wB97M-V def2-TZVPD RIJCOSX def2/J DEFGRID3
* xyz 0 1
N 1.58 1.87 -0.76
C 1.41 0.90 -0.16
C 1.23 -0.35 0.59
C 0.25 -1.33 -0.04
O -1.10 -1.03 0.37
C -1.85 -0.34 -0.43
N -2.59 0.27 -1.10
H 0.90 -0.12 1.61
H 2.21 -0.83 0.67
H 0.32 -1.35 -1.13
H 0.43 -2.33 0.36
H -1.72 2.22 -0.16
H -1.08 2.41 0.16
*
```